# 1
DFT (ωB97M-V/def2-TZVPD) results for a structure of composition C44H58F3N5O2SSi3V.

Computed properties:
Gap between HOMO and LUMO (spin up / spin down)   6.35 / 6.35 eV
Total charge   +1

CARTESIAN COORDINATES (ANGSTROEM)
V (-0.582, 0.319, 0.617)
C (-1.289, 0.042, 4.213)
Si (-0.930, 1.750, 3.555)
C (-2.391, 2.865, 3.894)
C (0.659, 2.330, 4.335)
N (-0.681, 1.721, 1.753)
C (-0.338, 2.919, 1.083)
C (-0.181, 4.175, 1.669)
C (0.170, 5.260, 0.889)
C (0.379, 5.101, -0.478)
C (0.214, 3.866, -1.076)
C (-0.166, 2.771, -0.303)
N (-0.429, 1.473, -0.789)
Si (-1.021, 1.096, -2.448)
C (-2.853, 0.906, -2.103)
C (-0.206, -0.475, -3.045)
C (-0.790, 2.338, -3.811)
H (-0.913, -0.013, 5.241)
H (-0.809, -0.761, 3.651)
H (-2.363, -0.164, 4.242)
H (-3.263, 2.267, 4.171)
H (-2.661, 3.484, 3.034)
H (-2.172, 3.537, 4.731)
H (0.507, 2.404, 5.418)
H (1.005, 3.301, 3.976)
H (1.470, 1.618, 4.158)
H (-0.336, 4.311, 2.731)
H (0.292, 6.233, 1.347)
H (0.663, 5.953, -1.083)
H (0.405, 3.735, -2.132)
H (-3.042, 0.215, -1.270)
H (-3.401, 0.533, -2.974)
H (-3.272, 1.880, -1.829)
H (-0.958, -1.216, -3.339)
H (0.456, -0.925, -2.302)
H (0.400, -0.233, -3.919)
H (-1.310, 3.286, -3.644)
H (-1.209, 1.878, -4.713)
H (0.270, 2.535, -3.998)
C (4.859, 3.252, 2.198)
C (3.896, 3.490, 1.228)
C (2.980, 2.500, 0.899)
C (2.986, 1.258, 1.543)
C (3.975, 1.034, 2.511)
C (4.903, 2.016, 2.830)
Si (1.803, -0.147, 1.112)
C (2.186, -1.488, 2.367)
C (2.977, -2.560, 1.945)
C (3.514, -3.456, 2.862)
C (3.254, -3.303, 4.218)
C (2.439, -2.265, 4.651)
C (1.911, -1.370, 3.733)
H (5.582, 4.017, 2.455)
H (3.856, 4.445, 0.715)
H (2.283, 2.696, 0.102)
H (4.025, 0.081, 3.025)
H (5.664, 1.815, 3.575)
H (2.223, -0.756, -0.175)
H (3.201, -2.680, 0.888)
H (4.145, -4.266, 2.517)
H (3.687, -3.990, 4.936)
H (2.224, -2.146, 5.707)
H (1.291, -0.556, 4.094)
F (-0.194, -3.179, 0.797)
C (-1.205, -3.396, -0.050)
F (-1.270, -2.311, -0.888)
F (-0.873, -4.450, -0.809)
C (0.738, -7.030, 2.576)
O (-0.296, -6.108, 2.254)
C (-0.693, -5.247, 3.231)
C (-0.104, -5.152, 4.479)
C (-0.587, -4.228, 5.402)
C (-1.656, -3.414, 5.079)
C (-2.271, -3.537, 3.836)
C (-1.795, -4.445, 2.901)
N (-2.440, -4.682, 1.655)
C (-2.549, -3.665, 0.626)
C (-3.363, -2.458, 1.097)
C (-4.726, -2.729, 1.221)
C (-5.645, -1.776, 1.617)
C (-5.215, -0.483, 1.867)
C (-3.875, -0.184, 1.748)
C (-2.943, -1.160, 1.396)
O (-1.624, -0.750, 1.339)
H (0.460, -7.650, 3.430)
H (1.672, -6.509, 2.792)
H (0.866, -7.658, 1.701)
H (0.737, -5.780, 4.740)
H (-0.130, -4.167, 6.382)
H (-2.036, -2.698, 5.798)
H (-3.145, -2.942, 3.602)
H (-2.078, -5.538, 1.256)
H (-3.132, -4.112, -0.177)
H (-5.060, -3.739, 1.003)
H (-6.691, -2.039, 1.721)
H (-5.920, 0.293, 2.139)
H (-3.510, 0.822, 1.922)
C (3.608, -1.337, -3.259)
N (4.248, -0.190, -3.882)
C (4.734, -0.451, -5.234)
C (3.999, 1.080, -3.452)
S (2.691, 1.477, -2.466)
N (4.891, 2.015, -3.872)
C (4.626, 3.434, -3.672)
C (6.307, 1.696, -4.056)
H (4.292, -2.187, -3.314)
H (2.677, -1.605, -3.766)
H (3.388, -1.118, -2.220)
H (3.974, -1.013, -5.784)
H (5.652, -1.044, -5.225)
H (4.917, 0.479, -5.764)
H (3.604, 3.668, -3.950)
H (5.310, 3.999, -4.306)
H (4.773, 3.725, -2.629)
H (6.495, 0.651, -3.834)
H (6.900, 2.301, -3.368)
H (6.638, 1.912, -5.074)



# 2
DFT (ωB97M-V/def2-TZVPD) results for a structure of composition C32H35BN10O3S5Sn.

Computed properties:
ΔE to the lowest compared entry with this formula, charge and spin   8.0 kJ/mol
Gap between HOMO and LUMO   6.12 eV
Total charge   -2

CARTESIAN COORDINATES (ANGSTROEM)
Sn (-1.627, 0.834, 0.129)
N (-1.999, 4.881, 2.198)
C (-2.150, 3.876, 1.259)
S (-2.861, 2.397, 1.873)
N (-1.845, 4.177, 0.037)
N (-2.009, 3.131, -0.840)
C (-2.212, 3.408, -2.061)
C (-2.537, 2.385, -3.044)
C (-2.370, 2.666, -4.402)
C (-2.732, 1.768, -5.390)
C (-3.345, 0.567, -5.010)
C (-3.546, 0.270, -3.680)
C (-3.107, 1.135, -2.640)
O (-3.268, 0.776, -1.403)
H (-1.832, 4.519, 3.122)
H (-1.366, 5.608, 1.907)
H (-2.225, 4.453, -2.379)
H (-1.914, 3.614, -4.679)
H (-2.555, 1.995, -6.435)
H (-3.669, -0.138, -5.770)
H (-3.999, -0.666, -3.370)
C (0.205, -2.115, 4.621)
N (1.177, -1.046, 4.667)
C (1.265, -0.059, 5.638)
C (2.299, 0.728, 5.291)
N (2.845, 0.246, 4.117)
B (4.020, 0.907, 3.381)
N (3.595, 2.016, 2.312)
C (4.620, 2.579, 1.572)
C (4.118, 3.499, 0.732)
N (2.752, 3.510, 0.944)
C (1.776, 4.311, 0.240)
C (2.421, 2.592, 1.919)
S (0.806, 2.421, 2.421)
C (2.144, -0.845, 3.725)
S (2.423, -1.880, 2.415)
H (-0.342, -2.138, 5.563)
H (0.710, -3.065, 4.454)
H (-0.493, -1.965, 3.802)
H (0.574, -0.001, 6.462)
H (2.691, 1.611, 5.765)
H (4.686, 1.495, 4.221)
H (4.661, 0.074, 2.788)
H (5.641, 2.266, 1.725)
H (4.597, 4.128, -0.001)
H (2.297, 5.008, -0.416)
H (1.158, 4.856, 0.954)
H (1.096, 3.688, -0.343)
O (-4.470, -1.416, 2.766)
C (-4.448, -2.716, 2.422)
C (-5.190, -3.604, 3.208)
C (-5.206, -4.955, 2.918)
C (-4.476, -5.448, 1.839)
C (-3.741, -4.571, 1.059)
C (-3.716, -3.201, 1.322)
C (-2.896, -2.270, 0.476)
O (-2.791, -1.054, 0.945)
N (-2.416, -2.831, -0.601)
N (-1.593, -2.075, -1.394)
C (-1.224, -2.651, -2.457)
S (-1.705, -4.317, -2.902)
C (-0.323, -4.491, -4.068)
C (-0.215, -3.190, -4.836)
S (-0.161, -1.859, -3.610)
H (-3.867, -0.964, 2.124)
H (-5.733, -3.197, 4.053)
H (-5.779, -5.631, 3.545)
H (-4.480, -6.507, 1.614)
H (-3.156, -4.924, 0.219)
H (-0.533, -5.341, -4.718)
H (0.587, -4.670, -3.496)
H (-1.082, -3.036, -5.481)
H (0.705, -3.124, -5.420)
N (2.614, 0.041, -0.267)
C (3.505, 0.183, -1.281)
C (4.408, -0.853, -1.592)
C (5.281, -0.738, -2.660)
C (5.288, 0.400, -3.465)
C (4.393, 1.425, -3.171)
C (3.521, 1.328, -2.100)
H (2.053, 0.829, 0.010)
H (2.744, -0.675, 0.452)
H (4.395, -1.751, -0.982)
H (5.964, -1.552, -2.879)
H (5.967, 0.481, -4.305)
H (4.375, 2.316, -3.790)
H (2.827, 2.134, -1.885)



# 3
DFT (ωB97M-V/def2-TZVPD) results for a cluster of 2 separate species, C34H49NO10 in total.

Computed properties:
ΔE to the lowest compared entry with this formula, charge and spin   1165.9 kJ/mol
Gap between HOMO and LUMO   8.73 eV
Total charge   0

CARTESIAN COORDINATES (ANGSTROEM)
C (5.075, -1.795, -1.929)
C (4.314, -0.379, -1.651)
O (3.123, -0.298, -2.464)
C (1.959, -0.837, -1.758)
C (1.458, 0.273, -0.709)
O (0.083, 0.701, -0.886)
C (-0.511, 1.178, 0.331)
C (0.445, 2.241, 1.076)
O (0.916, 3.254, 0.135)
C (1.745, 4.212, 0.778)
C (1.669, 5.680, 0.238)
C (2.562, 6.821, 0.827)
C (3.549, 6.476, 1.977)
C (3.660, 5.042, 2.563)
C (2.743, 3.947, 1.928)
O (-1.605, 2.065, -0.123)
C (-2.865, 1.946, 0.581)
O (-3.990, 2.356, 0.254)
C (-2.383, 1.151, 1.910)
C (-3.510, 0.594, 2.911)
C (-4.478, 1.629, 3.608)
C (-5.531, 0.903, 4.504)
C (-5.619, -0.613, 4.744)
N (-4.721, -1.499, 4.093)
C (-3.774, -0.888, 3.238)
C (-1.337, 0.116, 1.260)
C (-2.261, -0.731, 0.247)
C (-1.848, -2.284, 0.098)
C (-0.812, -2.554, -1.136)
C (-1.499, -3.609, -2.167)
O (-1.922, -4.840, -1.528)
C (-0.896, -5.823, -1.518)
O (-0.594, -6.324, -0.407)
C (-0.466, -0.641, 2.370)
C (-0.105, 0.222, 3.678)
C (1.444, -0.128, 4.038)
O (1.512, -1.461, 4.640)
C (2.361, -2.326, 3.896)
C (1.766, -3.733, 3.356)
O (3.576, -2.045, 3.682)
H (4.855, -2.073, -3.022)
H (4.569, -2.571, -1.248)
H (6.199, -1.739, -1.747)
H (4.150, -0.212, -0.533)
H (5.073, 0.430, -1.983)
H (2.374, -1.720, -1.131)
H (1.182, -1.164, -2.522)
H (2.115, 1.211, -0.896)
H (1.724, -0.086, 0.342)
H (1.305, 1.696, 1.616)
H (-0.100, 2.833, 1.908)
H (0.963, 5.963, -0.620)
H (2.527, 7.890, 0.404)
H (4.232, 7.287, 2.399)
H (4.396, 4.795, 3.391)
H (2.849, 2.883, 2.342)
H (-1.966, 2.034, 2.534)
H (-4.432, 2.751, 3.441)
H (-6.311, 1.563, 5.034)
H (-6.412, -1.068, 5.444)
H (-3.076, -1.625, 2.688)
H (-3.380, -0.735, 0.542)
H (-2.254, -0.304, -0.830)
H (-1.517, -2.786, 1.066)
H (-2.818, -2.831, -0.222)
H (-0.739, -1.574, -1.720)
H (0.184, -2.948, -0.740)
H (-0.869, -3.765, -3.107)
H (-2.465, -3.076, -2.517)
H (-0.453, -6.132, -2.522)
H (0.519, -0.956, 1.884)
H (-0.954, -1.617, 2.752)
H (-0.778, -0.170, 4.531)
H (-0.219, 1.350, 3.570)
H (2.113, -0.070, 3.095)
H (1.850, 0.648, 4.773)
H (0.632, -3.607, 3.251)
H (1.923, -4.578, 4.126)
H (2.216, -4.036, 2.355)
C (0.999, 0.347, -5.767)
C (0.115, -0.888, -5.801)
O (-0.884, -0.900, -4.788)
C (-1.819, 0.172, -4.810)
C (-2.620, 0.251, -6.098)
H (1.487, 0.442, -4.792)
H (1.768, 0.286, -6.541)
H (0.428, 1.262, -5.936)
H (0.738, -1.771, -5.633)
H (-0.344, -1.018, -6.786)
H (-1.312, 1.119, -4.602)
H (-2.507, 0.002, -3.976)
H (-1.983, 0.428, -6.967)
H (-3.347, 1.065, -6.044)
H (-3.157, -0.686, -6.272)



# 4
DFT (ωB97M-V/def2-TZVPD) results for a structure of composition C34H66AlBN6O2Pb.

Computed properties:
Gap between HOMO and LUMO   2.19 eV
Total charge   +2

CARTESIAN COORDINATES (ANGSTROEM)
Pb (0.587, -2.087, 2.158)
Al (-0.532, -1.300, -2.564)
C (3.133, -4.073, 0.440)
C (2.040, -5.124, 0.409)
C (2.196, -5.959, 1.673)
C (1.111, -7.055, 1.982)
C (-0.320, -6.311, 2.048)
C (-0.562, -5.241, 0.928)
N (0.693, -4.529, 0.630)
O (0.441, -3.398, -0.201)
C (-1.649, -4.304, 1.544)
C (-1.177, -6.106, -0.234)
C (2.084, -5.891, -0.886)
H (3.077, -3.325, -0.350)
H (4.134, -4.508, 0.406)
H (3.287, -3.595, 1.412)
H (2.010, -5.448, 2.623)
H (3.266, -6.140, 1.791)
H (1.175, -7.549, 2.953)
H (1.182, -7.932, 1.336)
H (-0.267, -5.872, 3.047)
H (-1.111, -7.050, 2.173)
H (-2.532, -4.863, 1.858)
H (-2.099, -3.698, 0.755)
H (-1.413, -3.669, 2.401)
H (-1.968, -6.671, 0.256)
H (-0.391, -6.722, -0.666)
H (-1.627, -5.544, -1.054)
H (3.107, -6.144, -1.164)
H (1.621, -5.415, -1.750)
H (1.569, -6.839, -0.729)
C (-2.661, 3.431, -0.743)
C (-2.786, 3.617, -2.227)
C (-2.470, 5.120, -2.640)
C (-2.341, 5.368, -4.136)
C (-1.283, 4.450, -4.684)
C (-1.720, 2.949, -4.557)
N (-2.003, 2.643, -3.105)
O (-2.312, 1.341, -2.795)
C (-0.375, 2.270, -4.917)
C (-2.795, 2.563, -5.534)
C (-4.263, 3.502, -2.697)
H (-3.288, 4.199, -0.298)
H (-1.580, 3.380, -0.590)
H (-2.839, 2.370, -0.560)
H (-1.568, 5.353, -2.068)
H (-3.175, 5.806, -2.170)
H (-1.951, 6.360, -4.374)
H (-3.308, 5.392, -4.639)
H (-0.369, 4.629, -4.116)
H (-1.036, 4.616, -5.732)
H (-0.144, 2.464, -5.963)
H (-0.427, 1.181, -4.849)
H (0.426, 2.503, -4.218)
H (-2.931, 1.486, -5.443)
H (-2.656, 2.866, -6.572)
H (-3.763, 3.048, -5.400)
H (-4.623, 2.491, -2.493)
H (-4.442, 3.697, -3.751)
H (-4.939, 4.113, -2.099)
B (-0.574, -0.464, 0.292)
H (-1.225, 0.096, -0.427)
H (0.356, -0.669, -0.296)
H (-0.336, 0.043, 1.262)
H (-1.052, -1.432, 0.600)
C (6.437, -2.378, 1.040)
C (6.441, -0.894, 0.733)
C (5.372, -0.106, 1.579)
C (4.040, -0.545, 1.165)
N (3.002, -0.839, 0.773)
H (6.182, -2.517, 2.094)
H (7.405, -2.881, 1.030)
H (5.747, -3.030, 0.507)
H (6.146, -0.681, -0.295)
H (7.452, -0.521, 0.891)
H (5.620, 0.929, 1.340)
H (5.562, -0.215, 2.647)
C (3.461, 4.416, 0.862)
C (2.982, 3.028, 0.379)
C (2.079, 3.129, -0.880)
C (1.806, 1.909, -1.626)
N (1.610, 0.928, -2.200)
H (4.236, 4.800, 0.198)
H (3.847, 4.371, 1.879)
H (2.688, 5.181, 0.776)
H (2.501, 2.531, 1.222)
H (3.886, 2.422, 0.301)
H (2.375, 3.766, -1.715)
H (1.080, 3.403, -0.535)
C (-1.497, 2.542, 3.329)
C (-0.250, 3.333, 3.912)
C (0.754, 2.425, 4.549)
C (0.951, 1.142, 3.921)
N (1.183, 0.123, 3.414)
H (-2.400, 3.149, 3.372)
H (-1.624, 1.633, 3.917)
H (-1.336, 2.254, 2.290)
H (-0.517, 4.121, 4.616)
H (0.208, 3.947, 3.135)
H (0.566, 2.129, 5.583)
H (1.745, 2.881, 4.511)
N (-3.896, 0.251, 1.772)
C (-4.530, 0.485, 3.001)
C (-5.881, 0.737, 2.845)
C (-6.031, 0.916, 1.491)
C (-4.847, 0.566, 0.879)
H (-2.937, -0.024, 1.644)
H (-3.966, 0.259, 3.895)
H (-6.683, 0.853, 3.558)
H (-6.989, 1.202, 1.083)
H (-4.593, 0.449, -0.165)



> Number 2 is which compound?

C32H35BN10O3S5Sn



> Which formula does entry 3 have?

C34H49NO10



> Which of these has the highest total charge?

C34H66AlBN6O2Pb